Record 1
C4H5BO | ωB97M-V/def2-TZVPD

Element x y z (Å)
O: 1.150347 1.485180 0.073400
C: 1.844402 0.474665 -0.003185
C: -0.083128 -0.898922 0.070088
C: -0.904253 0.170773 0.088341
C: 1.279416 -0.868769 -0.041257
B: -2.156172 0.817073 -0.039272
H: 1.691688 -1.847736 0.080090
H: -2.343646 2.030756 -0.066338
H: -0.443265 -1.992387 -0.056693
H: 2.903522 0.724706 -0.168051
H: -2.938907 -0.095340 0.062876

Forces on atoms 1 to 6 (eV/Å):
O -1.63 -0.85 0.10
C 0.50 -0.02 -0.64
C 0.62 -1.86 -0.94
C -0.31 -0.18 -0.02
C -0.32 0.85 0.86
B 0.18 1.49 0.43

Values from the calculation:
Maximum force: 2.28 eV Å⁻¹
HOMO: -8.75 eV
Electronic energy: -255.35870 a.u.
2S+1: 1
Energy above the lowest of the compared OMol25 structures with the same formula, charge and spin: 93.0 kcal/mol
Frontier orbital gap: 8.11 eV
LUMO energy: -0.0232 Eh



Record 2
CH5NO2S | ωB97M-V/def2-TZVPD

Element x y z (Å)
S: -1.748004 0.103192 -0.717612
O: 0.957056 1.689003 -0.212871
O: -4.004548 0.362808 0.381076
N: -2.994427 -0.297140 0.287876
C: -0.724693 -1.298978 -0.207395
H: 0.072612 -0.919022 0.428703
H: -0.305984 -1.775105 -1.087680
H: 0.289519 2.341735 0.017048
H: -1.369851 -1.978396 0.340654
H: 1.742609 1.902008 0.290724

Forces on atoms 1 to 6 (eV/Å):
S 0.84 0.36 -0.87
O -0.14 -0.24 -0.21
O 0.98 0.08 -0.62
N -2.03 -0.75 1.66
C 0.20 0.52 -0.07
H 0.01 -0.11 -0.06

Values from the calculation:
Maximum force: 2.72 eV Å⁻¹
HOMO: -8.79 eV
Electronic energy: -644.43140 a.u.
2S+1: 1
Energy above the lowest of the compared OMol25 structures with the same formula, charge and spin: 70.8 kcal/mol
Frontier orbital gap: 8.98 eV
LUMO energy: 0.0070 Eh